Record 1
C29H75N2O16P3 | ωB97M-V with the def2-TZVPD basis set

```
125
Properties=species:S:1:pos:R:3:lowdin_charge:R:1
N 4.385 -24.445 16.104 0.266
H 5.317 -24.054 16.093 0.046
H 3.717 -23.891 16.619 0.025
H 4.355 -25.333 16.583 0.077
H 4.178 -24.403 15.116 0.024
C 1.704 -20.828 18.633 -0.113
C 1.694 -22.074 17.723 -0.476
O 2.940 -22.703 17.489 -0.370
H 2.047 -19.963 18.064 0.048
H 2.497 -20.953 19.370 0.045
H 0.750 -20.540 19.075 0.057
H 1.263 -21.771 16.769 0.053
H 0.976 -22.773 18.153 0.073
C 3.309 -27.127 15.239 -0.092
C 3.252 -27.698 16.627 -0.244
N 4.058 -27.079 17.693 -0.188
C 5.396 -27.679 17.703 -0.240
C 6.375 -26.983 18.683 -0.076
C 3.382 -27.206 19.008 -0.226
C 2.284 -26.108 19.155 -0.064
H 2.582 -27.685 14.648 0.080
H 4.291 -27.350 14.824 0.073
H 3.200 -26.058 15.058 0.033
H 2.241 -27.809 17.021 0.110
H 3.691 -28.672 16.410 0.110
H 5.437 -28.734 17.973 0.116
H 5.794 -27.577 16.693 0.099
H 6.233 -27.395 19.682 0.049
H 7.403 -27.263 18.453 0.070
H 6.205 -25.932 18.914 0.069
H 4.138 -27.075 19.783 0.083
H 2.965 -28.171 19.297 0.117
H 1.645 -26.365 19.999 0.075
H 1.703 -26.264 18.246 0.050
H 2.597 -25.065 19.095 0.060
C 9.483 -28.393 22.927 -0.058
C 8.035 -28.026 23.183 -0.316
O 7.683 -26.932 22.371 -0.197
P 6.380 -26.088 22.872 0.556
O 5.190 -26.944 23.256 -0.247
O 6.925 -24.981 23.905 -0.171
C 7.866 -24.046 23.473 -0.290
C 8.528 -23.289 24.662 -0.052
O 6.023 -25.082 21.586 -0.215
C 4.736 -24.538 21.552 -0.295
C 4.914 -23.295 20.684 -0.059
H 9.741 -29.299 23.476 0.081
H 9.684 -28.527 21.864 0.079
H 10.049 -27.532 23.282 0.077
H 7.316 -28.812 22.950 0.117
H 7.816 -27.847 24.235 0.117
H 8.618 -24.574 22.886 0.112
H 7.479 -23.312 22.767 0.107
H 7.811 -22.803 25.324 0.075
H 9.168 -23.968 25.225 0.072
H 9.122 -22.460 24.277 0.072
H 3.991 -25.225 21.151 0.092
H 4.254 -24.276 22.494 0.124
H 5.406 -23.378 19.715 0.061
H 3.936 -22.836 20.542 0.073
H 5.531 -22.559 21.198 0.066
C 0.293 -20.676 13.314 -0.052
C 0.723 -21.852 12.404 -0.246
O 2.050 -22.289 12.733 -0.191
P 2.499 -23.865 12.975 0.520
O 3.780 -24.109 13.556 -0.193
O 1.193 -24.539 13.628 -0.210
C 0.738 -24.115 14.894 -0.250
C -0.757 -24.469 14.896 -0.052
O 2.360 -24.531 11.485 -0.167
C 1.942 -25.819 11.217 -0.281
C 2.833 -26.990 11.807 -0.048
H 0.410 -20.861 14.382 0.060
H 0.818 -19.744 13.109 0.077
H -0.783 -20.558 13.185 0.077
H 0.049 -22.707 12.354 0.107
H 0.702 -21.509 11.370 0.117
H 1.245 -24.702 15.660 0.119
H 0.778 -23.027 14.935 0.093
H -1.336 -23.869 14.195 0.066
H -0.917 -25.491 14.550 0.081
H -1.200 -24.141 15.836 0.083
H 0.978 -25.895 11.720 0.096
H 1.646 -26.133 10.217 0.117
H 2.451 -27.957 12.132 0.075
H 3.591 -27.235 11.063 0.066
H 3.399 -26.527 12.615 0.034
C 6.847 -19.890 18.961 -0.081
C 6.735 -21.063 18.144 -0.245
O 7.758 -21.124 17.060 -0.176
P 7.468 -21.823 15.649 0.588
O 6.631 -23.079 15.686 -0.246
O 6.742 -20.619 14.762 -0.170
C 5.462 -20.284 15.058 -0.336
C 4.740 -20.470 13.712 -0.057
O 8.928 -21.937 14.915 -0.159
C 9.602 -23.159 14.799 -0.301
C 10.204 -23.330 13.402 -0.047
H 5.883 -19.488 19.273 0.090
H 7.269 -20.135 19.935 0.076
H 7.525 -19.118 18.596 0.093
H 6.902 -21.941 18.769 0.109
H 5.751 -21.206 17.696 0.099
H 4.885 -20.635 15.913 0.111
H 5.333 -19.208 15.170 0.116
H 3.685 -20.225 13.835 0.063
H 5.179 -19.744 13.027 0.086
H 4.568 -21.515 13.453 0.052
H 10.361 -23.137 15.581 0.120
H 9.088 -24.075 15.090 0.096
H 10.905 -24.164 13.444 0.083
H 9.481 -23.509 12.606 0.063
H 10.681 -22.367 13.221 0.079
C 8.665 -27.032 14.659 -0.061
O 8.673 -26.249 13.464 -0.052
C 7.428 -25.713 13.056 -0.454
O 6.330 -25.894 13.590 0.095
O 7.631 -25.005 11.876 -0.051
C 6.610 -24.080 11.401 -0.014
H 7.988 -27.863 14.463 0.090
H 8.103 -26.582 15.478 0.079
H 9.668 -27.328 14.968 0.100
H 5.633 -24.564 11.384 0.080
H 6.865 -23.795 10.380 0.092
H 6.598 -23.164 11.991 0.093
```

Computed properties:
**Multiplicity**: 1
**Kohn-Sham gap**: 7.2 eV


Record 2
C29H76CuN3O11 | ωB97M-V with the def2-TZVPD basis set

```
120
Properties=species:S:1:pos:R:3:lowdin_spin:R:1
Cu 2.336 2.962 -1.511 1.283
C 1.651 -0.912 -3.208 0.000
C 0.605 -0.070 -2.336 0.008
C 0.424 -0.977 -1.068 0.001
O 1.048 1.272 -1.949 0.075
H 1.842 -0.409 -4.156 0.000
H 1.349 -1.942 -3.399 0.000
H 2.573 -0.979 -2.631 0.000
H -0.335 -0.116 -2.886 0.001
H -0.395 -0.571 -0.473 0.000
H 1.352 -0.902 -0.501 0.000
H 0.239 -1.966 -1.488 0.000
C 3.094 2.833 -4.813 0.009
O 2.682 3.577 -3.644 0.087
C 1.862 4.746 -3.916 0.010
C 1.585 5.667 -2.720 0.025
N 0.961 4.771 -1.639 0.134
C 0.618 5.564 -0.415 0.019
C 0.145 4.580 0.636 0.009
O 1.075 3.401 0.789 0.092
C 0.403 2.173 1.230 0.014
H 3.616 3.438 -5.555 0.001
H 2.226 2.610 -5.432 0.001
H 3.554 1.869 -4.596 0.002
H 0.884 4.326 -4.150 0.001
H 2.227 5.413 -4.698 0.001
H 0.839 6.454 -2.829 0.002
H 2.524 6.108 -2.387 0.013
H 0.092 4.371 -1.963 0.002
H -0.090 6.355 -0.664 0.003
H 1.440 6.115 0.040 0.007
H -0.891 4.382 0.362 0.001
H 0.179 5.163 1.556 0.001
H -0.432 1.946 0.567 0.001
H 0.068 2.196 2.267 0.001
H 0.951 1.261 0.993 0.006
C -8.789 -0.611 3.084 0.000
O -9.586 -1.793 3.045 0.000
C -8.849 -2.924 2.468 0.000
C -8.835 -2.915 0.849 0.000
N -7.430 -2.866 0.464 0.000
C -7.137 -2.785 -0.991 0.000
C -5.687 -3.029 -1.284 0.000
O -4.868 -1.935 -1.022 0.000
C -3.450 -2.162 -0.742 0.000
H -8.239 -0.494 2.150 0.000
H -8.161 -0.859 3.939 0.000
H -9.507 0.194 3.244 0.000
H -9.433 -3.823 2.664 0.000
H -7.915 -3.191 2.962 0.000
H -9.428 -2.067 0.508 0.000
H -9.183 -3.913 0.581 0.000
H -7.029 -2.049 0.902 0.000
H -7.380 -1.790 -1.364 0.000
H -7.759 -3.465 -1.573 0.000
H -5.484 -3.216 -2.339 0.000
H -5.298 -3.895 -0.749 0.000
H -2.893 -2.391 -1.651 0.000
H -3.423 -2.803 0.139 0.000
H -3.082 -1.201 -0.383 0.000
C -0.621 -2.322 8.638 0.000
O -0.237 -1.944 7.302 0.000
C 0.820 -0.952 7.203 0.000
C 1.510 -1.116 5.849 0.000
N 0.639 -0.609 4.760 0.000
C 1.440 -0.533 3.578 0.000
C 1.441 -1.879 2.858 0.000
O 0.181 -2.550 2.890 0.000
C -0.595 -2.182 1.736 0.000
H -1.672 -2.136 8.859 0.000
H -0.026 -1.863 9.427 0.000
H -0.538 -3.405 8.727 0.000
H 1.408 -0.968 8.121 0.000
H 0.279 -0.012 7.097 0.000
H 1.826 -2.157 5.777 0.000
H 2.361 -0.435 5.886 0.000
H -0.040 -1.332 4.568 0.000
H 2.439 -0.159 3.800 0.000
H 0.988 0.083 2.801 0.000
H 2.172 -2.459 3.422 0.000
H 2.011 -1.841 1.929 0.000
H -0.864 -1.140 1.563 0.000
H -1.600 -2.601 1.789 0.000
H -0.036 -2.582 0.890 0.000
C -3.570 4.146 -2.143 0.000
C -2.572 3.002 -1.895 0.000
O -1.357 3.319 -2.553 0.002
H -4.517 3.989 -1.627 0.000
H -3.840 4.038 -3.193 0.000
H -3.167 5.110 -1.831 0.000
H -2.985 2.061 -2.257 0.000
H -2.461 2.712 -0.851 0.000
H -0.957 2.564 -2.991 0.000
C 5.887 0.760 -0.217 0.009
C 4.635 0.381 -1.092 0.020
O 4.288 1.429 -2.067 0.127
H 6.804 0.870 -0.796 0.000
H 5.963 0.166 0.694 0.001
H 5.624 1.697 0.273 0.010
H 3.813 0.012 -0.479 0.007
H 5.003 -0.484 -1.644 0.001
H 5.043 1.566 -2.644 0.005
C 4.085 -3.124 0.759 0.000
C 4.974 -4.258 0.182 0.000
O 4.028 -5.185 -0.324 0.000
H 4.649 -2.493 1.446 0.000
H 3.225 -3.481 1.326 0.000
H 3.775 -2.387 0.019 0.000
H 5.655 -4.742 0.881 0.000
H 5.610 -3.961 -0.652 0.000
H 4.466 -5.568 -1.087 0.000
C 4.763 -0.909 -5.007 0.000
C 6.199 -0.234 -4.933 0.000
O 6.480 0.235 -3.644 0.003
H 3.948 -0.330 -4.572 0.000
H 4.650 -1.935 -4.659 0.000
H 4.462 -0.963 -6.054 0.000
H 6.300 0.631 -5.589 0.000
H 7.022 -0.941 -5.032 0.000
H 7.330 0.668 -3.537 0.000
```

Computed properties:
**Multiplicity**: 3
**Kohn-Sham gap (alpha / beta)**: 4.6 / 6.9 eV


Record 3
C29H76N4O11 | ωB97M-V with the def2-TZVPD basis set

```
120
Properties=species:S:1:pos:R:3:lowdin_charge:R:1
C -0.317 1.674 -4.878 -0.114
O -0.038 0.328 -4.551 -0.187
C -0.930 -0.125 -3.545 -0.228
C -0.961 -1.652 -3.535 -0.193
N -1.354 -2.138 -2.213 -0.068
C -2.819 -2.117 -2.087 -0.189
C -3.270 -2.602 -0.718 -0.218
O -3.021 -4.001 -0.621 -0.206
C -3.249 -4.440 0.707 -0.100
H -1.379 1.824 -5.094 0.085
H 0.234 2.002 -5.758 0.086
H -0.015 2.293 -4.026 0.083
H -1.942 0.284 -3.648 0.114
H -0.553 0.266 -2.593 0.113
H 0.058 -1.985 -3.754 0.124
H -1.538 -2.054 -4.378 0.122
H -1.097 -3.149 -2.268 0.062
H -3.302 -2.768 -2.832 0.120
H -3.223 -1.130 -2.323 0.114
H -4.334 -2.366 -0.591 0.124
H -2.755 -2.079 0.094 0.107
H -4.291 -4.268 0.998 0.091
H -2.591 -3.986 1.453 0.080
H -3.105 -5.521 0.682 0.094
C 1.542 -4.363 1.565 -0.102
O 1.600 -4.951 0.276 -0.168
C 0.421 -4.615 -0.427 -0.235
C 0.485 -5.274 -1.784 -0.168
N -0.760 -4.963 -2.510 -0.069
C -0.924 -5.711 -3.761 -0.188
C -1.419 -7.135 -3.499 -0.221
O -2.513 -7.211 -2.603 -0.175
C -3.629 -6.507 -3.092 -0.118
H 0.846 -4.889 2.230 0.088
H 1.219 -3.323 1.513 0.054
H 2.523 -4.549 1.999 0.094
H 0.270 -3.541 -0.590 0.108
H -0.442 -4.939 0.169 0.120
H 0.651 -6.353 -1.719 0.119
H 1.358 -4.841 -2.278 0.129
H -1.502 -5.261 -1.879 0.085
H -0.054 -5.683 -4.415 0.125
H -1.687 -5.187 -4.347 0.104
H -0.616 -7.718 -3.048 0.115
H -1.626 -7.629 -4.455 0.122
H -3.874 -6.833 -4.110 0.095
H -3.527 -5.417 -3.075 0.069
H -4.505 -6.699 -2.471 0.093
C 2.160 6.085 1.882 -0.119
O 1.997 4.770 2.354 -0.202
C 0.806 4.154 1.902 -0.209
C 0.961 2.644 2.097 -0.188
N 1.537 2.306 3.414 -0.043
C 0.619 2.437 4.554 -0.194
C -0.706 1.699 4.433 -0.212
O -1.597 2.321 3.523 -0.178
C -2.944 1.960 3.745 -0.129
H 2.340 6.111 0.800 0.019
H 3.081 6.471 2.316 0.098
H 1.310 6.733 2.100 0.101
H 0.662 4.397 0.843 0.107
H -0.084 4.493 2.445 0.127
H 1.717 2.270 1.399 0.101
H 0.051 2.080 1.904 0.091
H 2.271 2.997 3.527 0.094
H 0.454 3.481 4.840 0.123
H 1.127 1.886 5.351 0.115
H -1.113 1.596 5.442 0.123
H -0.536 0.707 3.992 0.102
H -3.250 2.153 4.776 0.102
H -3.013 0.888 3.501 0.092
H -3.644 2.425 3.054 0.062
C 3.232 0.808 -1.916 -0.098
O 3.436 2.042 -1.258 -0.186
C 2.462 3.027 -1.528 -0.217
C 2.714 4.202 -0.599 -0.226
N 3.900 4.935 -1.005 -0.024
C 4.098 6.193 -0.265 -0.223
C 5.289 6.912 -0.869 -0.237
O 6.483 6.204 -0.635 -0.197
C 7.616 6.739 -1.280 -0.104
H 2.246 0.382 -1.687 0.074
H 3.971 0.127 -1.503 0.088
H 3.272 0.914 -3.003 0.089
H 1.490 2.644 -1.181 0.116
H 2.413 3.337 -2.573 0.125
H 2.754 3.863 0.447 0.105
H 1.853 4.878 -0.616 0.112
H 4.752 4.426 -0.792 0.116
H 4.391 5.951 0.767 0.119
H 3.220 6.835 -0.306 0.115
H 5.353 7.948 -0.509 0.123
H 5.190 6.980 -1.961 0.120
H 8.425 6.020 -1.234 0.087
H 7.876 7.687 -0.791 0.086
H 7.346 7.017 -2.306 0.085
C -4.431 1.090 0.385 -0.050
C -3.217 1.503 1.226 -0.343
O -2.264 2.168 0.424 -0.071
H -4.835 1.903 -0.220 0.075
H -5.262 0.836 1.052 0.073
H -4.182 0.256 -0.271 0.049
H -2.787 0.626 1.721 0.097
H -3.495 2.221 2.000 0.037
H -1.749 1.522 -0.082 0.053
C -2.207 -3.231 4.831 -0.085
C -1.315 -2.209 4.144 -0.333
O 0.010 -2.716 4.102 -0.074
H -2.075 -3.224 5.917 0.073
H -2.036 -4.271 4.557 0.074
H -3.259 -2.969 4.703 0.073
H -1.298 -1.281 4.724 0.095
H -1.751 -1.937 3.175 0.092
H 0.600 -1.992 3.866 0.079
C 0.134 -0.624 0.956 -0.113
O -0.871 -0.275 0.021 -0.152
H 1.019 -0.013 0.760 0.079
H -0.185 -0.533 1.996 0.060
H 0.470 -1.655 0.796 0.056
H -1.045 -1.027 -0.580 0.033
```

Computed properties:
**Energy above the lowest of the compared OMol25 structures with the same formula, charge and spin**: 8.744 eV
**Multiplicity**: 1
**SMILES**: COCCNCCOC.COCCNCCOC.COCCNCCOC.COCCNCCOC.CCO.CCO.CO
**Kohn-Sham gap**: 9.1 eV


Record 4
C29H77N6O11S | ωB97M-V with the def2-TZVPD basis set

```
124
Properties=species:S:1:pos:R:3:lowdin_spin:R:1
O 13.385 5.488 12.488 0.000
H 14.053 6.172 12.574 0.000
H 13.082 5.426 11.579 0.000
H 13.825 4.652 12.658 0.000
S 15.704 7.580 11.668 0.001
O 14.909 7.397 12.882 0.001
O 15.559 8.977 11.217 0.001
O 17.102 7.345 11.986 0.005
O 15.283 6.612 10.678 0.001
C 11.263 4.595 8.480 0.000
C 12.684 5.110 8.631 0.000
C 13.170 5.868 7.398 0.000
O 12.261 6.988 7.398 0.000
C 12.602 8.093 6.561 0.000
N 12.793 5.885 9.827 0.000
H 11.188 3.740 7.808 0.000
H 10.622 5.372 8.064 0.000
H 10.873 4.151 9.396 0.000
H 13.247 4.219 8.909 0.000
H 13.011 5.406 6.423 0.000
H 14.182 6.259 7.501 0.000
H 13.348 8.740 7.022 0.000
H 11.675 8.650 6.428 0.000
H 13.064 7.737 5.641 0.000
H 12.202 6.632 9.491 0.000
H 13.714 6.289 9.911 0.000
C 21.647 6.516 9.242 0.000
C 20.447 6.032 10.033 0.000
C 20.965 5.547 11.461 0.000
O 19.953 4.846 12.139 0.004
C 20.359 4.103 13.239 0.001
N 19.598 7.230 10.113 0.000
H 22.391 5.719 9.266 0.000
H 22.010 7.397 9.773 0.000
H 21.397 6.777 8.214 0.000
H 19.921 5.187 9.589 0.000
H 21.345 6.340 12.105 0.000
H 21.661 4.792 11.096 0.000
H 19.481 3.812 13.816 0.000
H 20.872 4.762 13.939 0.000
H 20.923 3.196 13.025 0.000
H 19.094 7.295 10.986 0.000
H 18.936 7.143 9.354 0.000
C 12.313 9.155 10.004 0.000
C 12.544 10.649 10.245 0.000
C 11.232 11.535 10.299 0.000
O 10.625 11.550 8.996 0.000
C 11.238 12.465 8.048 0.000
N 13.383 10.767 11.362 0.000
H 13.208 8.551 9.860 0.000
H 11.825 8.960 9.049 0.000
H 11.724 8.741 10.823 0.000
H 13.137 11.075 9.435 0.000
H 11.577 12.536 10.557 0.000
H 10.550 11.105 11.033 0.000
H 10.530 12.542 7.223 0.000
H 11.990 11.840 7.567 0.000
H 11.576 13.473 8.290 0.000
H 14.182 10.158 11.263 0.000
H 13.733 11.706 11.491 0.000
C 17.373 8.847 7.971 0.000
C 17.248 10.240 8.709 0.000
C 18.060 11.399 8.058 0.000
O 17.927 11.620 6.687 0.000
C 18.776 12.700 6.248 0.000
N 15.935 10.533 9.101 0.000
H 16.952 9.106 7.000 0.000
H 16.848 8.025 8.457 0.000
H 18.375 8.515 7.701 0.000
H 17.749 10.236 9.676 0.000
H 19.118 11.204 8.229 0.000
H 17.710 12.343 8.475 0.000
H 18.610 12.817 5.178 0.000
H 19.808 12.466 6.511 0.000
H 18.488 13.683 6.622 0.000
H 15.354 10.296 8.310 0.000
H 15.811 9.812 9.798 0.000
C 11.429 8.771 14.038 0.000
C 12.493 9.118 14.997 0.000
C 12.799 8.044 16.036 0.000
O 11.647 7.834 16.825 0.000
C 11.972 7.219 18.055 0.000
N 13.654 9.481 14.209 0.000
H 11.240 9.473 13.226 0.000
H 10.479 8.499 14.499 0.000
H 11.824 7.888 13.535 0.000
H 12.051 9.984 15.490 0.000
H 13.631 8.393 16.648 0.000
H 13.057 7.081 15.595 0.000
H 11.109 6.802 18.575 0.000
H 12.487 7.887 18.746 0.000
H 12.607 6.374 17.787 0.000
H 14.004 8.682 13.698 0.000
H 13.216 9.955 13.433 0.000
C 20.308 9.075 14.189 0.006
C 19.884 8.334 15.383 0.045
C 19.420 9.406 16.460 0.013
C 18.829 8.739 17.751 0.000
C 17.701 7.773 17.319 0.001
C 17.928 6.808 16.104 0.044
N 18.709 7.528 15.027 0.604
O 18.869 6.826 13.799 0.169
C 18.659 5.553 16.622 0.036
C 16.572 6.458 15.665 0.006
C 21.131 7.595 15.890 0.036
H 19.465 9.630 13.777 0.000
H 20.693 8.480 13.362 0.000
H 21.049 9.777 14.572 0.000
H 20.295 9.975 16.775 0.001
H 18.691 10.111 16.061 0.000
H 18.410 9.478 18.433 0.001
H 19.679 8.260 18.237 0.000
H 16.779 8.325 17.135 0.000
H 17.518 7.190 18.221 0.000
H 19.018 4.852 15.868 0.001
H 19.405 5.908 17.332 0.001
H 18.004 4.897 17.197 0.005
H 16.013 7.271 15.201 0.000
H 16.625 5.757 14.832 0.000
H 15.879 6.097 16.425 0.000
H 21.989 8.231 16.106 0.004
H 21.420 6.916 15.087 0.000
H 21.030 6.962 16.772 0.000
H 18.080 7.065 13.307 0.012
```

Computed properties:
**Multiplicity**: 2
**Kohn-Sham gap (alpha / beta)**: 7.5 / 3.9 eV


The highest multiplicity belongs to which entry?
C29H76CuN3O11


Look up the multiplicity of the first one.
1


Number 4 is which compound?
C29H77N6O11S


multiplicity of number 2 (C29H76CuN3O11)?
3